No. 1
Density functional theory data (wB97M-V/def2-TZVPD) for a 2-piece molecular cluster, C2H8N4O2 overall.

The geometry in XYZ format:
```
16
C2H8N4O2, DFT wB97M-V/def2-TZVPD
N -1.52161 -1.05773 0.36350
C -0.44548 -0.99039 1.04561
N -0.33539 -1.72887 2.17530
N 0.81773 -0.60582 0.62415
H -1.48972 -0.38198 -0.40480
H -1.25467 -1.99321 2.51205
H 0.22962 -1.28769 2.88975
H 1.36417 -1.41435 0.34012
H 1.41645 0.11908 0.26197
N 0.47482 0.67713 -2.16573
C 0.45854 1.50766 -1.10195
O 1.22763 2.41492 -0.87077
O -0.88390 1.50888 -0.52450
H 1.24170 0.77067 -2.81605
H -0.37015 0.16163 -2.37551
H -0.92974 2.30008 0.04686
```

Results
* orbital gap: 9.227 eV
* SMILES: N=C(N)N.NC(=O)O
* net charge: 0
* HOMO level: -0.3175 Eh
* DFT total energy: -450.4991 Ha
* energy above the lowest of the compared OMol25 structures with the same formula, charge and spin: 54.20 kcal per mole
* multiplicity: 1

***

No. 2
Density functional theory data (wB97M-V/def2-TZVPD) for a 2-piece molecular cluster, C6H11NO overall.

The geometry in XYZ format:
```
19
C6H11NO, DFT wB97M-V/def2-TZVPD
C -1.06682 -0.10133 1.58638
N 0.05650 -0.55187 0.77127
C 1.22028 0.20382 1.26538
C 2.21395 -0.08325 0.14874
C 1.31657 0.34311 -1.07992
C -0.09308 -0.02457 -0.50197
C -1.24625 0.03913 -1.32238
O -2.41303 -0.27576 -1.10658
H -0.75562 0.76904 2.14355
H -1.48984 -0.75906 2.35906
H -1.85544 0.22991 0.89800
H 1.52613 -0.13926 2.25401
H 0.99762 1.27472 1.23908
H 2.29374 -1.16133 -0.02337
H 3.17219 0.43034 0.14161
H 1.50555 -0.41333 -1.84676
H 1.49674 1.39209 -1.33836
H -0.88553 1.91674 0.41376
H -1.06666 0.55900 -2.26271
```

Results
* orbital gap: 7.189 eV
* net charge: 0
* HOMO level: -0.3049 Eh
* DFT total energy: -365.0269 Ha
* energy above the lowest of the compared OMol25 structures with the same formula, charge and spin: 128.37 kcal per mole
* multiplicity: 1

***

No. 3
Density functional theory data (wB97M-V/def2-TZVPD) for a 8-piece molecular cluster, C5H28N2O7 overall.

The geometry in XYZ format:
```
42
C5H28N2O7, DFT wB97M-V/def2-TZVPD
C 3.32262 -0.15625 1.32971
C 2.17803 -0.69345 0.47176
C 1.83586 -2.19076 0.68293
C 0.46073 -2.50451 0.18592
C -0.49437 -2.36483 1.10741
N -1.97528 -2.50905 0.82123
N 0.84267 0.14178 0.54232
H 3.74127 0.87129 1.28768
H 3.19041 -0.34286 2.41495
H 4.29703 -0.68198 1.11820
H 2.46425 -0.53790 -0.58328
H 1.93209 -2.52300 1.73490
H 2.62174 -2.62711 0.14949
H 0.29950 -2.93067 -0.71330
H -0.46699 -1.99802 2.13113
H -2.62767 -1.86234 1.48024
H -2.22436 -3.48589 0.72662
H -2.11505 -2.08798 -0.21195
H 1.08393 1.11776 0.47766
H 0.43500 -0.06255 1.45892
H 0.16313 -0.09137 -0.23227
H -2.11150 0.37877 2.18451
H -1.55974 1.22752 3.29033
O -1.35476 0.33887 2.79165
H -3.49487 0.81332 0.60960
H -4.35632 0.29841 1.90694
O -3.55139 0.18238 1.34998
H -0.34639 2.66933 -4.07189
H -0.21865 1.40719 -4.75481
O -0.41772 1.72623 -3.87263
H 1.21214 4.06451 1.31896
H 0.58665 3.94476 2.62251
O 0.62255 3.63050 1.87312
H -1.48035 -0.55076 -2.34192
H -0.34769 -1.39970 -2.66373
O -0.92116 -1.22864 -1.98831
H -2.62744 1.85457 -2.78085
H -1.81713 0.84969 -3.30840
O -2.42025 0.89358 -2.60877
H 2.47277 2.59698 -1.82904
H 1.27882 2.03292 -2.36155
O 1.88788 1.78926 -1.74596
```

Results
* orbital gap (alpha / beta): 3.235 / 8.019 eV
* net charge: +1
* HOMO level (alpha / beta): -0.2210 / -0.3984 Eh
* DFT total energy: -843.0593 Ha
* energy above the lowest of the compared OMol25 structures with the same formula, charge and spin: 63.85 kcal per mole
* multiplicity: 2

***

No. 4
Density functional theory data (wB97M-V/def2-TZVPD) for C28H27Cl3O2SW as an isolated structure.

The geometry in XYZ format:
```
62
C28H27Cl3O2SW, DFT wB97M-V/def2-TZVPD
W -0.42331 0.27771 -0.49224
C 0.13385 0.60109 -2.75699
C 0.63429 1.70717 -1.99078
C -0.47455 2.39674 -1.41287
C -1.66208 1.69795 -1.84396
C -1.27837 0.58897 -2.65390
C -2.20907 -0.37435 -3.31313
C -3.07081 2.15611 -1.64239
C -0.44577 3.71935 -0.71230
C 2.07188 2.11843 -1.92224
C 0.95406 -0.33173 -3.57968
H -2.47203 -0.00346 -4.30595
H -3.13061 -0.49313 -2.74550
H -1.75545 -1.35667 -3.42842
H -3.40328 2.64058 -2.56340
H -3.15734 2.88157 -0.83742
H -3.75412 1.33012 -1.44580
H -0.64501 4.51831 -1.42922
H 0.52704 3.91586 -0.26459
H -1.19977 3.78740 0.07163
H 2.32020 2.70477 -2.80930
H 2.73750 1.25545 -1.90877
H 2.28254 2.74425 -1.05527
H 0.48608 -1.30995 -3.66643
H 1.95317 -0.46431 -3.17271
H 1.04928 0.08687 -4.58454
Cl -6.31590 -1.83594 3.05570
C -4.91594 -1.67850 2.07275
C -4.23570 -0.46857 2.04992
C -3.12235 -0.40741 1.24040
Cl -2.14238 1.05191 1.12408
C -2.65319 -1.45243 0.46318
O -1.56391 -1.29391 -0.31264
C -3.36160 -2.65362 0.51229
Cl -2.81901 -3.98406 -0.42693
C -4.48402 -2.76326 1.31562
H -4.57362 0.37453 2.63565
H -5.02821 -3.69674 1.34856
O 1.22045 -0.98477 -0.82248
S 1.41587 -1.75963 0.53016
C 3.13922 -1.84092 0.79394
C 3.58804 -3.04058 1.33731
C 4.94375 -3.18908 1.59409
C 5.81794 -2.15899 1.28748
C 5.35670 -0.96999 0.72190
C 4.01017 -0.79957 0.47380
C 0.78440 -0.46258 1.59407
C 0.11803 -0.85334 2.76962
C -0.17983 0.09774 3.71723
C 0.17740 1.44066 3.51587
C 0.81593 1.83528 2.36099
C 1.12450 0.88790 1.37128
H 2.89379 -3.84469 1.54932
H 5.31297 -4.11262 2.01728
H 6.87570 -2.28045 1.47887
H 6.05600 -0.18327 0.47454
H 3.65072 0.11158 0.01537
H -0.13615 -1.89455 2.92751
H -0.68142 -0.19383 4.63048
H -0.04146 2.17129 4.28331
H 1.10991 2.86711 2.22060
H 1.77485 1.17023 0.54505
```

Results
* orbital gap (alpha / beta): 6.483 / 6.489 eV
* net charge: +2
* HOMO level (alpha / beta): -0.5162 / -0.5026 Eh
* DFT total energy: -3078.9697 Ha
* multiplicity: 1

***

No. 5
Density functional theory data (wB97M-V/def2-TZVPD) for one molecule with the formula C20H22BrNO3.

The geometry in XYZ format:
```
47
C20H22BrNO3, DFT wB97M-V/def2-TZVPD
C -3.57004 4.05449 0.52197
C -2.93747 2.67372 0.44659
C -2.32199 2.40613 -0.93376
N -1.83212 1.04352 -0.99806
C -0.49661 0.81377 -1.00310
O 0.32339 1.71350 -1.02696
C -0.06555 -0.61966 -1.03526
C -0.38148 -1.44424 -2.10893
C 0.11448 -2.73557 -2.15381
C 0.93063 -3.20522 -1.13996
C 1.26029 -2.38390 -0.06876
C 2.15717 -2.89884 1.03223
O 2.79164 -1.89002 1.78471
C 3.71527 -1.09615 1.17699
C 4.29817 -0.12223 1.99084
C 5.25198 0.73578 1.48833
C 5.62995 0.62249 0.16012
Br 6.95425 1.79697 -0.54059
C 5.06260 -0.33222 -0.66109
C 4.10453 -1.19343 -0.15497
C 0.75790 -1.09227 -0.02282
C -2.84833 0.06899 -0.67806
C -3.45270 0.39392 0.70162
C -4.60382 -0.54172 1.03999
O -3.94553 1.71589 0.72113
H -2.81889 4.81783 0.34274
H -4.00773 4.20352 1.50466
H -4.35673 4.13981 -0.22260
H -2.13953 2.57985 1.20433
H -1.48097 3.07529 -1.11768
H -3.08584 2.54265 -1.70663
H -1.00138 -1.06967 -2.91004
H -0.12820 -3.37653 -2.98816
H 1.32252 -4.21150 -1.18308
H 1.55423 -3.44378 1.76835
H 2.89909 -3.59701 0.61909
H 3.98441 -0.05676 3.02050
H 5.69876 1.48754 2.12037
H 5.36036 -0.40727 -1.69558
H 3.66457 -1.92342 -0.81512
H 1.01448 -0.43995 0.79864
H -2.42435 -0.93445 -0.66974
H -3.64054 0.12421 -1.43400
H -2.65009 0.29609 1.45606
H -4.25589 -1.57025 1.07105
H -5.38588 -0.44701 0.29180
H -5.01901 -0.27289 2.00668
```

Results
* orbital gap: 9.013 eV
* SMILES: C[C@@H]1CN(C(=O)c2cccc(COc3ccc(Br)cc3)c2)C[C@H](C)O1
* net charge: 0
* HOMO level: -0.3091 Eh
* DFT total energy: -3629.8243 Ha
* multiplicity: 1

***

No. 6
Density functional theory data (wB97M-V/def2-TZVPD) for a 2-piece molecular cluster, C4H7NO2 overall.

The geometry in XYZ format:
```
14
C4H7NO2, DFT wB97M-V/def2-TZVPD
O -1.38321 -0.32644 1.38549
C 0.50308 -0.25543 0.84361
C 0.36419 -1.26250 -0.25616
N -0.61612 -0.42893 -0.93783
C 0.15310 0.73913 -1.29371
C 0.64267 1.06362 0.13416
O 0.82654 2.13768 0.66163
H -1.60218 0.57603 1.67258
H 0.82879 -0.39123 1.87372
H 1.28991 -1.44948 -0.82809
H -0.04459 -2.21406 0.09337
H -1.46586 -0.29936 0.32585
H -0.46106 1.56693 -1.66015
H 0.96475 0.54403 -2.01448
```

Results
* orbital gap (alpha / beta): 7.426 / 7.437 eV
* net charge: 0
* HOMO level (alpha / beta): -0.3010 / -0.3013 Eh
* DFT total energy: -361.7020 Ha
* energy above the lowest of the compared OMol25 structures with the same formula, charge and spin: 112.22 kcal per mole
* multiplicity: 1

***

No. 7
Density functional theory data (wB97M-V/def2-TZVPD) for C30H29BrN5OPtS as an isolated structure.

The geometry in XYZ format:
```
68
C30H29BrN5OPtS, DFT wB97M-V/def2-TZVPD
Pt 0.21079 0.14031 -0.39998
C -3.12227 0.86242 -1.59924
C -2.16529 0.91885 -0.45405
C -2.37449 0.10744 0.68351
C -1.58890 0.24089 1.79211
C -1.85105 -0.54000 3.04081
C -0.53739 1.23789 1.78449
C -0.34634 2.11389 0.72025
C 0.51718 3.34601 0.83266
C -1.12344 1.89826 -0.44008
H -3.45903 -0.15428 -1.79524
H -2.69635 1.29395 -2.50338
H -4.00306 1.45462 -1.33526
H -3.21112 -0.58070 0.69728
H -2.55519 -1.34983 2.86833
H -2.27645 0.12316 3.79931
H -0.92799 -0.94258 3.46052
H 0.02676 1.39938 2.69657
H 0.06841 4.16547 0.27408
H 1.51735 3.18942 0.42828
H 0.61476 3.65521 1.87158
H -1.05138 2.60152 -1.25296
Br 8.34566 -2.90164 -7.39129
C 7.68396 -3.29135 -5.72046
C 6.42259 -2.77320 -5.34912
C 5.91472 -3.05179 -4.11419
C 6.67453 -3.85381 -3.22966
C 7.93981 -4.34820 -3.59580
C 8.44059 -4.06997 -4.84267
N 6.22794 -4.22724 -1.99862
N 5.16404 -4.09025 -1.48220
C 4.04956 -3.62051 -1.10280
C 2.90131 -4.54775 -1.01192
C 1.67968 -4.11153 -0.73975
C 1.42629 -2.67547 -0.50778
O 0.31917 -2.22279 -0.34659
C 2.62505 -1.75098 -0.43392
N 2.37267 -0.49080 -0.06514
C 3.39293 0.33904 0.13226
C 4.71408 -0.06028 -0.03927
C 4.97509 -1.34822 -0.45182
C 3.90575 -2.21178 -0.67326
H 5.87252 -2.16125 -6.05041
H 4.94905 -2.66205 -3.81095
H 8.49774 -4.94897 -2.88832
H 9.40910 -4.44363 -5.14519
H 3.08445 -5.59367 -1.22550
H 0.83452 -4.78619 -0.69461
H 3.15337 1.33939 0.46588
H 5.51726 0.63459 0.16282
H 5.99932 -1.68639 -0.56700
C -1.43323 0.99435 -7.17031
C -1.02056 1.55442 -5.84984
C -1.08284 2.87565 -5.51157
C -0.70415 3.26423 -4.22346
N -0.25133 2.37516 -3.32223
C -0.13730 1.11008 -3.67871
S 0.59555 -0.13027 -2.70479
N -0.54118 0.70140 -4.90788
C -0.78407 4.69458 -3.80852
H -0.65098 1.18438 -7.90843
H -2.33230 1.49256 -7.52716
H -1.61166 -0.07864 -7.12641
H -1.44379 3.60365 -6.22547
H -0.48814 -0.28682 -5.12353
H -0.01399 5.26149 -4.33917
H -0.62707 4.81053 -2.74032
H -1.74038 5.12931 -4.10110
```

Results
* orbital gap (alpha / beta): 6.028 / 6.027 eV
* net charge: +3
* HOMO level (alpha / beta): -0.5740 / -0.5740 Eh
* DFT total energy: -4600.1581 Ha
* energy above the lowest of the compared OMol25 structures with the same formula, charge and spin: 34.39 kcal per mole
* multiplicity: 1

***

No. 8
Density functional theory data (wB97M-V/def2-TZVPD) for a 2-piece molecular cluster, C4H6N2 overall.

The geometry in XYZ format:
```
12
C4H6N2, DFT wB97M-V/def2-TZVPD
C 1.49248 -0.52161 -1.00319
C 0.73745 -0.01823 -1.98028
C -0.66083 0.25429 -1.78310
N -1.78864 0.47109 -1.62590
H 1.08515 -0.71764 -0.01138
H 2.54609 -0.71920 -1.17926
H 1.13393 0.21238 -2.96486
C -1.19820 0.26019 1.83768
N -0.00958 -0.17928 1.91022
H -1.70431 0.26054 0.87031
H -1.76456 0.65259 2.69068
H 0.34393 -0.11195 2.86715
```

Results
* orbital gap: 10.982 eV
* SMILES: C=CC#N.C=N
* net charge: 0
* HOMO level: -0.3773 Eh
* DFT total energy: -265.4611 Ha
* energy above the lowest of the compared OMol25 structures with the same formula, charge and spin: 46.72 kcal per mole
* multiplicity: 1